(1)
Below is a cluster of 14 separate species, C42H70F6NO26S2 in total in a non-equilibrium geometry, with properties calculated with the ωB97M-V functional and the def2-TZVPD basis.

Structure (XYZ):
```
147
C42H70F6NO26S2 (the ωB97M-V functional and the def2-TZVPD basis)
C -1.239 0.559 2.327
F -1.442 -0.796 2.148
F -2.336 1.085 2.914
F -0.212 0.668 3.172
S -1.025 1.335 0.564
O -2.052 0.688 -0.221
O -1.227 2.772 0.690
N 0.620 1.019 0.145
S 0.477 -0.094 -0.890
O -0.142 -1.346 -0.405
O -0.021 0.377 -2.200
C 2.289 -0.524 -1.289
F 2.862 -0.886 -0.133
F 2.250 -1.526 -2.157
F 3.008 0.471 -1.796
O 3.932 0.612 -5.345
C 2.695 0.816 -5.322
O 2.229 2.022 -4.892
C 0.823 2.098 -5.100
C 0.432 0.893 -5.964
C 1.557 -0.106 -5.707
H 0.475 2.981 -5.636
H 0.352 2.075 -4.118
H 0.354 1.250 -6.990
H -0.496 0.401 -5.672
H 1.783 -0.650 -6.625
H 1.340 -0.807 -4.901
O -5.800 -4.222 1.389
C -4.609 -4.194 1.262
O -4.099 -3.802 0.097
C -2.695 -3.903 0.101
C -2.325 -4.531 1.425
C -3.574 -4.552 2.331
H -2.193 -2.948 -0.054
H -2.413 -4.635 -0.655
H -1.455 -4.109 1.927
H -1.997 -5.553 1.232
H -3.535 -3.888 3.194
H -3.863 -5.544 2.679
O -2.474 3.949 4.338
C -3.499 4.072 3.636
O -4.681 4.288 4.121
C -5.662 4.572 3.124
C -4.858 4.814 1.828
C -3.581 4.085 2.115
H -6.061 5.553 3.382
H -6.432 3.807 3.032
H -4.722 5.895 1.783
H -5.391 4.489 0.935
H -2.767 4.673 1.692
H -3.600 3.031 1.841
O 3.339 -3.541 3.265
C 2.836 -3.988 2.222
O 1.511 -4.057 2.017
C 1.120 -4.470 0.716
C 2.419 -4.396 -0.058
C 3.560 -4.549 0.988
H 0.367 -3.792 0.315
H 0.549 -5.399 0.705
H 2.454 -3.470 -0.632
H 2.455 -5.273 -0.705
H 4.465 -3.993 0.741
H 3.824 -5.592 1.158
O -3.049 5.957 -1.579
C -3.135 4.812 -1.876
O -2.089 4.181 -2.433
C -2.315 2.843 -2.816
C -3.882 2.787 -2.703
C -4.295 3.867 -1.752
H -1.728 2.129 -2.238
H -2.046 2.637 -3.852
H -4.095 1.772 -2.369
H -4.124 2.914 -3.758
H -4.301 3.654 -0.683
H -5.187 4.430 -2.029
O 6.274 -3.730 -0.872
C 5.630 -3.449 -1.832
O 5.283 -2.166 -2.309
C 4.744 -2.239 -3.592
C 4.158 -3.637 -3.682
C 5.070 -4.461 -2.724
H 5.489 -2.086 -4.373
H 3.938 -1.516 -3.713
H 4.191 -3.974 -4.718
H 3.101 -3.574 -3.425
H 5.863 -5.003 -3.240
H 4.384 -5.190 -2.292
O 4.967 2.281 -0.377
C 5.772 2.067 -1.287
O 6.626 3.092 -1.571
C 7.665 2.648 -2.448
C 7.096 1.400 -3.086
C 5.981 0.889 -2.166
H 8.470 2.477 -1.734
H 7.950 3.448 -3.130
H 7.838 0.610 -3.203
H 6.813 1.612 -4.117
H 6.345 0.032 -1.601
H 5.067 0.619 -2.694
O 1.986 2.924 5.792
C 1.108 2.671 6.565
O 1.316 2.572 7.862
C 0.097 2.200 8.517
C -0.805 1.649 7.406
C -0.347 2.440 6.126
H -0.385 3.097 8.905
H 0.395 1.578 9.362
H -1.870 1.823 7.559
H -0.620 0.592 7.212
H -0.753 3.442 5.985
H -0.539 1.908 5.194
O -5.834 -0.321 -4.489
C -4.735 -0.813 -4.559
O -3.606 -0.179 -4.371
C -2.438 -1.036 -4.347
C -3.063 -2.482 -4.339
C -4.427 -2.217 -4.980
H -1.864 -0.743 -3.469
H -1.827 -1.039 -5.250
H -3.078 -2.718 -3.275
H -2.430 -3.243 -4.794
H -5.225 -2.869 -4.626
H -4.367 -2.093 -6.061
C -4.438 0.160 4.947
O -5.595 -0.353 5.639
H -3.754 -0.609 4.590
H -4.752 0.739 4.078
H -3.941 0.902 5.572
H -6.135 0.387 5.927
C -1.114 -2.831 4.617
O -1.844 -3.883 5.180
H -0.563 -3.240 3.770
H -1.807 -2.046 4.314
H -0.348 -2.535 5.334
H -1.361 -4.448 5.788
C 2.919 0.376 2.637
O 2.726 1.262 1.511
H 2.278 0.706 3.455
H 2.713 -0.676 2.444
H 3.988 0.423 2.844
H 1.898 1.027 1.086
C 1.678 3.770 -1.501
O 2.191 3.122 -0.304
H 2.143 4.741 -1.674
H 1.875 3.187 -2.401
H 0.610 3.936 -1.365
H 1.573 2.391 -0.226
```

- Kohn-Sham gap: 8.1 eV
- LUMO level: 1.64 eV
- Total charge: -1
- Highest occupied orbital energy: -0.2363 hartree
- E_tot: -5048.9072 hartree
- Energy relative to the best compared isomer or geometry (same formula, charge and spin): 69.6 kcal per mole

Mulliken atomic charge list, values in e, 2 entries: 0.11, 0.08

(2)
Below is an isolated molecule of C5H8N2, with properties calculated with the ωB97M-V functional and the def2-TZVPD basis.

Structure (XYZ):
```
15
C5H8N2 (the ωB97M-V functional and the def2-TZVPD basis)
C -2.094 -0.441 0.226
N -0.849 0.019 -0.379
C -0.103 -0.642 -1.387
C 1.154 -0.110 -1.487
C 1.715 0.252 0.912
C 1.091 0.895 -0.375
N -0.273 0.997 0.159
H -2.805 0.383 0.244
H -1.867 -0.746 1.251
H -2.478 -1.289 -0.338
H -0.604 -1.458 -1.899
H 2.798 0.318 0.860
H 1.419 -0.802 0.950
H 1.356 0.746 1.821
H 1.538 1.877 -0.557
```

- Kohn-Sham gap: 7.9 eV
- LUMO level: -0.06 eV
- Highest occupied orbital energy: -0.2922 hartree
- E_tot: -304.6778 hartree
- Energy relative to the best compared isomer or geometry (same formula, charge and spin): 98.9 kcal per mole

Mulliken atomic charge list, values in e, 2 entries: -0.72, 0.68

(3)
Below is an isolated molecule of C16H15NO4 in a non-equilibrium geometry, with properties calculated with the ωB97M-V functional and the def2-TZVPD basis.

Structure (XYZ):
```
36
C16H15NO4 (the ωB97M-V functional and the def2-TZVPD basis)
C -0.376 -2.004 4.947
C 0.437 -2.364 4.146
C 1.386 -2.771 3.122
O 0.957 -2.476 1.804
C 0.872 -1.188 1.407
C 1.128 -0.078 2.201
C 1.034 1.197 1.679
C 0.634 1.401 0.358
C 0.535 2.745 -0.140
C -0.274 3.274 -1.088
C -0.098 4.686 -1.515
O 0.736 5.485 -1.187
O -1.084 4.947 -2.415
N -1.899 3.841 -2.548
C -1.453 2.870 -1.829
C -2.213 1.596 -1.772
C 0.389 0.280 -0.452
C 0.514 -1.000 0.046
O 0.329 -2.140 -0.660
C -0.043 -2.053 -2.022
C -0.176 -3.472 -2.551
H -1.074 -1.706 5.672
H 1.490 -3.861 3.139
H 2.368 -2.316 3.323
H 1.397 -0.202 3.238
H 1.237 2.047 2.311
H 1.206 3.465 0.320
H -3.252 1.796 -2.022
H -2.145 1.154 -0.781
H -1.824 0.889 -2.504
H 0.164 0.441 -1.491
H 0.723 -1.506 -2.589
H -1.000 -1.521 -2.117
H -0.929 -4.010 -1.982
H -0.466 -3.451 -3.598
H 0.771 -3.994 -2.452
```

- Kohn-Sham gap: 7.6 eV
- LUMO level: -0.74 eV
- Highest occupied orbital energy: -0.3071 hartree
- E_tot: -974.2760 hartree
- SMILES: C#CCOc1ccc(/C=C2/C(=O)ON=C2C)cc1OCC
- Energy relative to the best compared isomer or geometry (same formula, charge and spin): 115.9 kcal per mole

Mulliken atomic charge list, values in e, 2 entries: 0.06, -0.31

(4)
Below is a structure of composition C2H3ClN in a non-equilibrium geometry, with properties calculated with the ωB97M-V functional and the def2-TZVPD basis.

Structure (XYZ):
```
7
C2H3ClN (the ωB97M-V functional and the def2-TZVPD basis)
C 0.051 1.533 0.434
C -0.099 -0.922 0.337
N 0.035 0.378 0.299
Cl 0.915 -1.780 1.298
H -0.267 2.505 0.442
H -0.280 -1.126 -0.990
H -0.356 -0.588 -1.821
```

- Kohn-Sham gap (spin up / spin down): 7.5 / 7.4 eV
- LUMO level (spin up / spin down): -7.26 / -7.56 eV
- Total charge: +1
- Highest occupied orbital energy (spin up / spin down): -0.5435 / -0.5506 hartree
- E_tot: -592.4184 hartree
- Energy relative to the best compared isomer or geometry (same formula, charge and spin): 110.7 kcal per mole

Mulliken atomic charge list, values in e, 2 entries: 0.04, 0.23

(5)
Below is an isolated molecule of C2F5N in a non-equilibrium geometry, with properties calculated with the ωB97M-V functional and the def2-TZVPD basis.

Structure (XYZ):
```
8
C2F5N (the ωB97M-V functional and the def2-TZVPD basis)
F 0.734 0.096 1.941
N -0.126 -0.425 0.980
C -0.543 0.502 -0.044
F -1.825 0.634 -0.428
F 0.057 1.639 -0.146
C 0.351 -0.586 -0.427
F -0.047 -1.682 -1.020
F 1.541 -0.096 -0.835
```

- Kohn-Sham gap: 12.0 eV
- LUMO level: 0.64 eV
- Highest occupied orbital energy: -0.4182 hartree
- E_tot: -630.1575 hartree
- SMILES: FN1C(F)(F)C1(F)F
- Energy relative to the best compared isomer or geometry (same formula, charge and spin): 86.7 kcal per mole

Mulliken atomic charge list, values in e, 2 entries: -0.15, -0.25

(6)
Below is a cluster of 2 separate species, C10H15N3O2 in total in a non-equilibrium geometry, with properties calculated with the ωB97M-V functional and the def2-TZVPD basis.

Structure (XYZ):
```
30
C10H15N3O2 (the ωB97M-V functional and the def2-TZVPD basis)
H -1.556 -0.728 -2.205
N -1.718 -1.050 -1.258
C -0.853 -1.395 -0.394
C -1.392 -1.817 0.981
C 0.698 -1.688 -0.542
C 1.493 -0.497 -0.458
C 1.799 0.190 -1.601
C 2.542 1.394 -1.524
C 3.060 1.827 -0.362
C 2.573 1.244 0.792
C 1.956 -0.004 0.795
H -2.292 -1.157 1.300
H -0.704 -1.935 1.704
H -1.898 -2.739 0.635
H 0.996 -2.367 0.266
H 0.801 -2.120 -1.564
H 1.546 0.038 -2.617
H 2.752 2.071 -2.365
H 3.592 2.808 -0.300
H 2.784 1.754 1.709
H 1.680 -0.578 1.637
N -1.138 1.639 0.550
C -2.162 1.263 -0.327
N -3.305 0.907 0.129
O -3.543 0.782 1.380
O -4.336 0.437 -0.731
H -1.509 1.664 1.463
H -0.695 2.562 0.381
H -1.912 1.462 -1.432
H -3.920 -0.287 -1.261
```

- Kohn-Sham gap: 8.5 eV
- LUMO level: 0.59 eV
- Highest occupied orbital energy: -0.2890 hartree
- E_tot: -704.6091 hartree
- SMILES: [H]/N=C(/C)Cc1ccccc1.N/C=[N+](\[O-])O
- Energy relative to the best compared isomer or geometry (same formula, charge and spin): 157.5 kcal per mole

Mulliken atomic charge list, values in e, 2 entries: 0.19, -0.50